# C5H8N2O2

C5H8N2O2 in the gas phase (wB97M-V/def2-TZVPD, OMol25).

XYZ file:
```
17
Properties=species:S:1:pos:R:3:forces:R:3:nbo_charge:R:1
C 2.879535 -0.361745 0.011643 0.89 -4.28 1.01 -0.27
C 0.696574 0.400384 0.013085 -0.69 -1.44 -0.69 0.66
C -1.123003 -0.697573 0.386809 1.19 0.27 1.41 -0.12
C -2.569194 -0.758956 -0.023880 -1.25 -1.43 1.62 -0.37
C -1.759814 0.374134 -0.364181 0.56 0.74 -0.53 0.02
H 3.155461 -0.709550 1.136630 -1.18 1.04 -2.32 0.18
H 3.808690 -0.021092 -0.397069 0.41 0.21 -0.38 0.19
H 2.517384 -1.347380 -0.556708 0.82 2.29 1.23 0.22
H -1.026362 -0.516977 1.456955 -0.65 0.29 -0.06 0.19
H -3.361064 -0.773304 0.736440 0.69 -0.21 -0.10 0.23
H -2.725351 -1.347609 -0.866866 -1.05 -0.82 -1.37 0.22
H -1.554726 0.237820 -1.390228 0.70 0.42 -1.32 0.16
H 0.284740 2.411267 -0.302597 1.07 1.69 -1.60 0.38
N 0.280572 -0.854678 -0.062482 -0.39 2.31 0.53 -0.52
N 0.026396 1.664654 0.248445 -2.80 -3.83 1.67 -0.34
O 1.980510 0.676933 -0.118378 0.15 1.22 0.12 -0.50
O -1.510352 1.623667 0.092384 1.54 1.53 0.78 -0.35
```
Positions in Å, forces in eV/Å.

Values from the calculation:
LUMO level ... 0.033 hartree
Kohn-Sham gap ... 0.3586 Ha
Relative energy (zero: lowest compared OMol25 entry of this formula, charge and spin) ... 166.1 kcal per mole
Max |F| ... 5.03 eV/Å
Total energy ... -12383.7346 eV
Structure (SMILES) ... COC1=N[C@@H]2C[C@H]2ON1
Net charge ... 0